*A*
{"formula": "C15H22N2O2", "method": "ωB97M-V/def2-TZVPD", "elements": ["C", "N", "C", "C", "C", "C", "C", "C", "O", "C", "N", "O", "H", "H", "H", "H", "H", "H", "H", "H", "H", "H", "H", "H", "C", "C", "C", "C", "C", "C", "C", "H", "H", "H", "H", "H", "H", "H", "H", "H", "H"], "positions_angstrom": [[-2.9521, 1.6220, -1.0173], [-1.8037, 0.7486, -1.1415], [-0.9305, 0.8502, 0.0167], [0.0333, -0.3345, 0.1101], [0.6011, -0.5290, 1.5153], [1.4877, 0.6316, 1.9641], [2.1280, 0.3561, 3.3229], [3.2252, -0.6760, 3.2542], [3.7562, -1.0371, 2.2308], [3.6658, -1.2290, 4.5592], [3.0224, -0.9528, 5.6139], [3.4939, -1.5080, 6.7799], [2.8861, -1.2052, 7.4717], [4.5408, -1.8778, 4.5470], [1.3870, 0.0317, 4.0538], [2.5874, 1.2676, 3.7158], [2.2781, 0.7837, 1.2269], [0.8964, 1.5458, 2.0284], [1.1957, -1.4445, 1.5239], [-0.2199, -0.6556, 2.2258], [-0.5162, -1.2318, -0.1800], [0.8640, -0.2085, -0.5859], [-1.5729, 0.8404, 0.9017], [-0.3713, 1.8027, 0.0159], [-1.1020, 0.9996, -2.3914], [-1.9385, 0.6028, -3.5771], [-2.0682, 1.4348, -4.6797], [-2.8294, 1.0456, -5.7690], [-3.4745, -0.1783, -5.7632], [-3.3531, -1.0132, -4.6640], [-2.5875, -0.6265, -3.5802], [-2.4914, -1.2658, -2.7161], [-3.8561, -1.9694, -4.6549], [-4.0710, -0.4807, -6.6115], [-2.9213, 1.7021, -6.6222], [-1.5699, 2.3945, -4.6883], [-0.8007, 2.0601, -2.4813], [-0.1930, 0.3923, -2.3953], [-3.5876, 1.4993, -1.8928], [-3.5222, 1.3437, -0.1319], [-2.6707, 2.6848, -0.9357]], "nbo_charge": [-0.4150, -0.4365, -0.2142, -0.4035, -0.3896, -0.4001, -0.5106, 0.5474, -0.5224, -0.0763, -0.0845, -0.5369, 0.4825, 0.1952, 0.2370, 0.2394, 0.2162, 0.2030, 0.2118, 0.1897, 0.2138, 0.1975, 0.1927, 0.1625, -0.2649, 0.0661, -0.2464, -0.2058, -0.2248, -0.1936, -0.2436, 0.2241, 0.2097, 0.2112, 0.2111, 0.2083, 0.1668, 0.2121, 0.2109, 0.1990, 0.1605], "smiles": "CN(CCCCCC(=O)/C=N/O)Cc1ccccc1", "molar_mass_da": 262.35, "e_homo_ev": -8.563, "gap_ha": 0.3233, "e_lumo_ev": 0.23, "spin_multiplicity": 1}



*B*
{"formula": "C15H22N2O2", "method": "ωB97M-V/def2-TZVPD", "elements": ["O", "O", "C", "C", "N", "N", "C", "C", "C", "C", "C", "C", "C", "C", "C", "C", "C", "C", "C", "H", "H", "H", "H", "H", "H", "H", "H", "H", "H", "H", "H", "H", "H", "H", "H", "H", "H", "H", "H", "H", "H"], "positions_angstrom": [[3.0763, -4.9735, 3.2481], [-5.8592, 2.2882, -1.6457], [2.2231, -4.2347, 2.9190], [-4.7274, 1.7903, -1.5602], [1.5868, -3.3567, 2.5201], [-3.5838, 1.4945, -1.3944], [1.2224, -1.1056, 2.8908], [3.0849, -1.8445, 1.4091], [-1.7157, 2.8441, -0.6175], [-1.7287, 2.0107, -3.0195], [0.3872, -0.8143, 1.6272], [2.1993, -1.6712, 0.1697], [-1.0970, 1.5307, -0.1125], [-1.0131, 0.6682, -2.6087], [0.2454, -0.4503, -0.9504], [2.3086, -2.0605, 2.6550], [-2.6215, 2.5197, -1.8309], [1.1871, -0.5741, 0.2753], [-0.2618, 0.9160, -1.2989], [0.6069, -1.3581, 3.7821], [1.7002, -0.0790, 3.0948], [3.5598, -0.8670, 1.5122], [3.9107, -2.5987, 1.3531], [-2.3631, 3.2416, 0.1675], [-1.0427, 3.6684, -0.8479], [-2.4030, 1.8209, -3.8711], [-1.0155, 2.6700, -3.4143], [-0.3035, -1.7547, 1.6541], [-0.2263, 0.0624, 1.9505], [1.8312, -2.6450, 0.0560], [2.8268, -1.4697, -0.6920], [-1.9707, 0.8619, 0.2441], [-0.3317, 1.7826, 0.6014], [-0.3128, 0.4513, -3.3964], [-1.7460, -0.1093, -2.5595], [-0.6264, -1.0781, -0.7428], [0.7779, -0.9997, -1.8174], [3.0313, -2.0378, 3.5708], [-3.1623, 3.4919, -2.1134], [1.8256, 0.3179, 0.2727], [0.5208, 1.6514, -1.4799]], "nbo_charge": [-0.5281, -0.5383, 0.8634, 0.8811, -0.5767, -0.5680, -0.3984, -0.4111, -0.4025, -0.4072, -0.4116, -0.3911, -0.4149, -0.3904, -0.3699, -0.0387, -0.0335, -0.2339, -0.2288, 0.2268, 0.1904, 0.2046, 0.2241, 0.2068, 0.2114, 0.2051, 0.2114, 0.2177, 0.2169, 0.2074, 0.2047, 0.2323, 0.2132, 0.2089, 0.2120, 0.2076, 0.2047, 0.2041, 0.1997, 0.1939, 0.1948], "smiles": "O=C=N[C@H]1CC[C@@H](C[C@H]2CC[C@@H](N=C=O)CC2)CC1", "molar_mass_da": 262.35, "e_homo_ev": -10.156, "gap_ha": 0.3973, "e_lumo_ev": 0.66, "spin_multiplicity": 1}



Name the least stable of them. *A*.



*A*
{"formula": "C3H10NS", "method": "ωB97M-V/def2-TZVPD", "elements": ["C", "N", "H", "H", "H", "H", "C", "S", "C", "H", "H", "H", "H", "H", "H"], "positions_angstrom": [[0.2293, -1.2607, -0.9981], [0.6583, -2.5636, -0.6869], [0.8728, -0.7220, -1.7379], [-0.8014, -1.2088, -1.3822], [0.6107, -3.0179, 0.2573], [0.2172, -3.2102, -1.3631], [0.8944, 1.8532, -0.6255], [-0.0094, 0.1879, 0.4957], [-1.5890, 1.4691, 1.4034], [0.4652, 1.4942, -1.5616], [1.9095, 1.7863, -0.4974], [0.3755, 2.7010, -0.1693], [-1.2038, 1.4905, 2.3641], [-1.6518, 2.4329, 0.8397], [-2.4596, 0.8233, 1.4493]], "nbo_charge": [-0.1069, -0.8766, 0.2165, 0.1994, 0.4251, 0.4064, -0.4214, 0.1859, -0.3921, 0.2211, 0.2238, 0.2235, 0.2205, 0.2396, 0.2352], "molar_mass_da": 92.19, "e_homo_ev": -13.761, "gap_ha": 0.2961, "e_lumo_ev": -5.70, "total_charge": 1, "spin_multiplicity": 1}



*B*
{"formula": "C3H10NS", "method": "ωB97M-V/def2-TZVPD", "elements": ["C", "C", "C", "S", "N", "H", "H", "H", "H", "H", "H", "H", "H", "H", "H"], "positions_angstrom": [[1.6340, 1.6091, -0.5074], [0.4052, 0.7062, -0.5025], [-0.0697, 0.2809, 0.9092], [-1.3547, -1.0269, 0.8255], [0.6544, -0.5288, -1.3139], [2.1507, 1.7050, -1.4591], [1.2934, 2.6090, -0.1998], [2.3554, 1.2992, 0.2571], [-0.4321, 1.2674, -0.9146], [-0.3765, 1.1840, 1.4486], [0.7662, -0.1245, 1.4919], [-2.3660, -0.1642, 0.9877], [-0.1403, -1.1712, -1.1649], [1.5311, -0.9823, -1.0414], [0.7906, -0.3062, -2.2995]], "nbo_charge": [-0.6483, -0.0660, -0.5446, -0.0199, -0.6885, 0.2376, 0.2574, 0.2319, 0.2321, 0.2670, 0.2349, 0.1663, 0.4577, 0.4371, 0.4454], "smiles": "C[C@@H]([NH3+])CS", "molar_mass_da": 92.19, "e_homo_ev": -13.873, "gap_ha": 0.3805, "e_lumo_ev": -3.52, "total_charge": 1, "spin_multiplicity": 1}



Name the least stable of them. *A*.



*A*
{"formula": "C3H10NS", "method": "ωB97M-V/def2-TZVPD", "elements": ["C", "N", "H", "H", "H", "H", "C", "C", "S", "H", "H", "H", "H", "H", "H"], "positions_angstrom": [[0.6748, 1.8452, 0.1956], [1.2930, 1.0658, -0.6510], [-0.0269, 2.5951, -0.1223], [1.2543, 2.0260, 1.0854], [1.2718, 1.1749, -1.6559], [2.0934, 0.5436, -0.3244], [-0.4603, -1.6131, -0.7747], [-0.5174, -1.2127, 0.7020], [-1.2124, 0.5446, 1.0287], [-1.3631, -2.0635, -1.1863], [-0.3723, -0.7268, -1.4003], [0.3375, -2.3470, -0.8718], [0.5200, -1.1320, 0.9974], [-1.2761, -1.7687, 1.2317], [-2.2164, 1.0688, 1.7458]], "nbo_charge": [0.0657, -0.6985, 0.2449, 0.2328, 0.4347, 0.4180, -0.6407, -0.3827, -0.1000, 0.2420, 0.2146, 0.2411, 0.2257, 0.2610, 0.2413], "molar_mass_da": 92.19, "e_homo_ev": -13.875, "gap_ha": 0.3456, "e_lumo_ev": -4.47, "total_charge": 1, "spin_multiplicity": 1}



*B*
{"formula": "C3H10NS", "method": "ωB97M-V/def2-TZVPD", "elements": ["C", "C", "N", "H", "H", "H", "H", "H", "H", "C", "S", "H", "H", "H", "H"], "positions_angstrom": [[0.7814, 0.0798, -0.2405], [2.7648, 1.4954, -0.5204], [2.2255, 0.3460, -0.4086], [0.6018, -0.2104, 0.7929], [0.5236, -0.7385, -0.9049], [0.2612, 1.0064, -0.4594], [2.1280, 2.3560, -0.3514], [3.8201, 1.5050, -0.7637], [2.8296, -0.4734, -0.3314], [-2.2180, -0.7835, 0.7795], [-3.8291, -1.6305, 0.4752], [-2.2968, -0.3352, 1.7659], [-1.4560, -1.5622, 0.8262], [-1.9601, -0.0800, -0.0035], [-4.1762, -0.9751, -0.6560]], "nbo_charge": [-0.4342, 0.1339, -0.3732, 0.2545, 0.2574, 0.2357, 0.2347, 0.2438, 0.4435, -0.7376, -0.0252, 0.2284, 0.2018, 0.2051, 0.1315], "molar_mass_da": 92.19, "e_homo_ev": -11.575, "gap_ha": 0.2205, "e_lumo_ev": -5.57, "total_charge": 1, "spin_multiplicity": 1}



Name the least stable of them. *A*.



*A*
{"formula": "C3H7N5", "method": "ωB97M-V/def2-TZVPD", "elements": ["C", "C", "C", "H", "H", "H", "H", "H", "H", "H", "N", "N", "N", "N", "N"], "positions_angstrom": [[-1.1379, 0.2697, -0.7885], [0.7799, 0.6098, -0.1208], [0.5511, -0.6826, 0.0936], [-2.9614, 0.0820, 0.0310], [-2.8482, 1.4608, -1.1843], [2.4033, 1.6094, -0.7671], [1.9368, 2.1116, 0.7408], [0.8855, -2.7991, 1.1104], [2.1178, -1.2500, 1.4158], [-1.0367, -1.9558, -0.1213], [-2.6388, 0.4055, -1.0946], [-0.2590, 1.1945, -0.7096], [2.0742, 1.3086, 0.2233], [0.8958, -1.4516, 1.3577], [-0.7624, -0.9127, -0.1863]], "nbo_charge": [0.5235, 0.2175, 0.1762, 0.3660, 0.3859, 0.3666, 0.3635, 0.3180, 0.3907, 0.4416, -0.8278, -0.5014, -0.8354, -0.8047, -0.5802], "molar_mass_da": 113.12, "e_homo_ev": -7.984, "gap_ha": 0.3123, "e_lumo_ev": 0.51, "spin_multiplicity": 1}



*B*
{"formula": "C3H7N5", "method": "ωB97M-V/def2-TZVPD", "elements": ["C", "C", "C", "H", "H", "H", "H", "H", "H", "H", "N", "N", "N", "N", "N"], "positions_angstrom": [[1.0243, -0.2617, 1.1344], [-0.3291, 1.6882, 0.7931], [-1.0586, -1.2665, -0.8847], [1.4346, -1.2000, 0.6904], [0.1857, -0.5796, 2.0460], [1.9904, 0.1368, 1.8924], [0.6311, 2.4210, 1.1279], [-1.0687, 1.4457, 1.5958], [-0.8267, 2.0108, -0.1510], [-1.5545, -1.3988, -0.1208], [0.5175, 0.5600, 0.0508], [-0.0297, -0.3876, -1.0169], [-1.2109, -1.7555, -2.0607], [-0.1791, -1.1194, -2.8620], [0.4737, -0.2934, -2.2347]], "nbo_charge": [-0.4516, -0.4399, 0.1579, 0.2174, 0.1578, 0.2260, 0.2417, 0.2052, 0.2204, 0.1893, -0.2868, -0.0799, -0.2887, -0.0684, -0.0004], "smiles": "CN(C)n1cnnn1", "molar_mass_da": 113.12, "e_homo_ev": -10.016, "gap_ha": 0.3891, "e_lumo_ev": 0.57, "spin_multiplicity": 1}



Name the least stable of them. *B*.



*A*
{"formula": "C3H7N5", "method": "ωB97M-V/def2-TZVPD", "elements": ["C", "C", "C", "H", "H", "H", "H", "H", "H", "H", "N", "N", "N", "N", "N"], "positions_angstrom": [[1.3182, -1.0645, -0.8926], [-0.5523, 0.7459, -0.3382], [-0.7443, 0.4988, 2.9316], [1.0291, 0.7735, -3.0736], [-0.8889, 0.6479, -2.5009], [2.0778, -1.0066, -1.6423], [0.1741, -1.8626, 0.8243], [-0.9730, 1.2555, -1.1189], [-0.9987, -0.4656, 3.7621], [-0.8190, 1.7631, 2.9309], [0.2813, 0.1390, -2.5734], [0.5860, 0.1072, -0.9961], [1.1915, -1.9591, 0.1403], [-1.0466, 0.6591, 0.8245], [-0.6352, -0.2315, 1.7224]], "nbo_charge": [0.2512, 0.2802, -0.1385, 0.3714, 0.3563, 0.1870, 0.3904, 0.1562, 0.2285, 0.2346, -0.6732, -0.3406, -0.6710, -0.3402, -0.2924], "molar_mass_da": 113.12, "e_homo_ev": -8.758, "gap_ha": 0.3126, "e_lumo_ev": -0.25, "spin_multiplicity": 1}



*B*
{"formula": "C3H7N5", "method": "ωB97M-V/def2-TZVPD", "elements": ["C", "C", "C", "H", "H", "H", "H", "H", "H", "H", "N", "N", "N", "N", "N"], "positions_angstrom": [[-1.3389, -1.5587, -0.1869], [1.1034, -0.0428, -0.6325], [0.9934, 1.1408, 1.0835], [-2.6467, -1.6051, 0.1384], [-0.6393, -1.4727, 0.7670], [-1.0199, -2.4803, -1.0981], [-1.3194, -0.2857, -1.9162], [1.3302, -0.4042, -1.8007], [2.4070, 1.4816, 2.0425], [-0.7440, 1.9702, 0.4948], [-1.2071, -0.3416, -0.9410], [-0.1275, 0.4393, -0.6902], [1.9245, 0.1792, 0.3025], [1.5198, 1.8477, 1.9441], [-0.2356, 1.1324, 0.4929]], "nbo_charge": [-0.4542, 0.2471, 0.5080, 0.2185, 0.2409, 0.1961, 0.3777, 0.1822, 0.3578, 0.4049, -0.4868, -0.1478, -0.4672, -0.7014, -0.4759], "molar_mass_da": 113.12, "e_homo_ev": -8.751, "gap_ha": 0.3473, "e_lumo_ev": 0.70, "spin_multiplicity": 1}



*C*
{"formula": "C3H7N5", "method": "ωB97M-V/def2-TZVPD", "elements": ["C", "C", "C", "H", "H", "H", "H", "H", "H", "H", "N", "N", "N", "N", "N"], "positions_angstrom": [[-1.3396, 1.6322, -0.5024], [0.0811, -0.2091, 1.9376], [0.4123, -1.1060, 0.7157], [-1.1632, 2.2662, -1.5121], [-1.2672, 2.5264, 0.3834], [-2.2525, 1.0196, -0.8041], [0.4991, -0.3836, 2.9997], [1.5197, -2.7948, 0.0329], [0.3634, -1.3884, -2.0682], [1.5499, -0.2201, -1.4294], [-0.3010, 0.7783, 0.0372], [-0.0677, 0.9378, 1.3721], [1.4613, -1.9948, 0.8564], [-0.1324, -0.6229, -0.3495], [0.6367, -0.4408, -1.6694]], "nbo_charge": [-0.4463, -0.0564, 0.3561, 0.2106, 0.2574, 0.2164, 0.2428, 0.3373, 0.3785, 0.3680, -0.1375, -0.1814, -0.7573, -0.1640, -0.6244], "smiles": "[H]/N=c1/cnn(C)n1N", "molar_mass_da": 113.12, "e_homo_ev": -8.443, "gap_ha": 0.3285, "e_lumo_ev": 0.50, "spin_multiplicity": 1}



Name the least stable of them. *A*.



*A*
{"formula": "C2H4OS", "method": "ωB97M-V/def2-TZVPD", "elements": ["C", "C", "O", "S", "H", "H", "H", "H"], "positions_angstrom": [[0.9869, 0.7994, -0.2410], [1.4157, 0.1512, 0.9866], [-1.7890, -0.8970, -0.1451], [2.2908, -0.4911, -0.2936], [0.0607, 0.5885, -0.5251], [1.1917, 1.8837, -0.4245], [-1.7525, -1.7121, 0.2086], [-2.4043, -0.3225, 0.4341]], "nbo_charge": [-0.5761, -0.1284, -0.9417, 0.2450, 0.2305, 0.2261, 0.4662, 0.4783], "molar_mass_da": 76.12, "e_homo_ev": -9.020, "gap_ha": 0.3333, "e_lumo_ev": 0.05, "spin_multiplicity": 1}



*B*
{"formula": "C2H4OS", "method": "ωB97M-V/def2-TZVPD", "elements": ["C", "C", "O", "S", "H", "H", "H", "H"], "positions_angstrom": [[-0.7301, 1.3205, -0.0823], [1.1384, -0.3596, 0.0654], [0.4686, 0.9513, -0.0357], [-3.0250, -0.8944, -0.2244], [-1.5453, 0.5161, -0.0836], [0.4452, -0.9059, 0.7025], [1.9041, 0.0674, 0.6182], [1.3439, -0.6955, -0.9601]], "nbo_charge": [0.3022, -0.2588, -0.4674, -0.3119, 0.0871, 0.2147, 0.2112, 0.2227], "molar_mass_da": 76.12, "e_homo_ev": [-8.669, -8.521], "gap_ha": [0.2402, 0.2525], "e_lumo_ev": [-2.13, -1.65], "spin_multiplicity": 1}



Name the least stable of them. *B*.